# 1
Molecular formula: C36H63BrNP2PtSi
Method: DFT, ωB97M-V/def2-TZVPD

Output
HOMO energy (spin up / spin down), hartree: -0.38096 / -0.42071
Strongest force on any atom, eV Å⁻¹: 1.2
Multiplicity: 3
Charge: +1
Frontier orbital gap (spin up / spin down), eV: 8.2 / 6.5

Last column: Löwdin charge in e.
Cartesian coordinates (Å):
Pt  2.3486  -0.6548  -1.6301  0.60
C  5.0324  -3.9026  -0.7027  -0.11
C  4.8528  -2.7519  0.2860  -0.55
C  5.9592  -1.7074  0.1342  -0.11
P  3.2086  -1.9545  0.0591  0.91
C  1.9725  -3.2996  0.4749  -0.52
C  0.9031  -2.8505  1.4724  -0.12
C  1.2914  -3.7175  -0.8369  -0.15
C  3.1304  -0.7251  1.4150  -0.29
C  3.2778  -1.0767  2.7457  -0.08
C  3.0619  -0.1546  3.7629  -0.04
C  2.6657  1.1402  3.4438  -0.05
C  2.5600  1.5310  2.1269  -0.01
C  2.8342  0.6240  1.0818  -0.27
N  2.7770  0.9749  -0.2367  -0.01
C  2.9525  2.2153  -0.7763  -0.27
C  3.6482  3.2516  -0.1151  0.00
C  3.8328  4.4734  -0.7240  -0.05
C  3.3412  4.7065  -2.0047  -0.04
C  2.6830  3.6880  -2.6835  -0.08
C  2.4934  2.4482  -2.0995  -0.30
P  1.6867  1.0735  -3.0002  0.91
C  0.0599  1.8110  -3.4713  -0.53
C  -0.8316  0.7548  -4.1275  -0.10
C  -0.6146  2.3924  -2.2253  -0.12
C  2.6830  0.8835  -4.5687  -0.53
C  2.4178  -0.5194  -5.1354  -0.13
C  4.1749  1.0148  -4.2392  -0.12
H  5.9906  -4.3915  -0.5240  0.09
H  5.0270  -3.5343  -1.7304  0.08
H  4.2497  -4.6555  -0.6020  0.07
H  4.8568  -3.1469  1.3067  0.11
H  5.9571  -1.2933  -0.8764  0.08
H  6.9330  -2.1653  0.3106  0.09
H  5.8350  -0.8871  0.8427  0.07
H  2.5225  -4.1526  0.8802  0.11
H  0.4726  -1.8944  1.1690  0.03
H  1.2857  -2.7571  2.4865  0.07
H  0.1039  -3.5929  1.4838  0.08
H  0.7127  -2.8776  -1.2326  0.04
H  0.6000  -4.5442  -0.6605  0.09
H  2.0127  -4.0340  -1.5926  0.06
H  3.5437  -2.0941  3.0064  0.12
H  3.1688  -0.4504  4.7976  0.12
H  2.4421  1.8468  4.2320  0.12
H  2.2192  2.5280  1.8820  0.12
H  4.0763  3.0642  0.8597  0.11
H  4.3764  5.2512  -0.2046  0.12
H  3.4922  5.6668  -2.4786  0.12
H  2.3272  3.8621  -3.6924  0.12
H  0.2760  2.6105  -4.1858  0.11
H  -1.0026  -0.0742  -3.4373  0.08
H  -0.3923  0.3671  -5.0457  0.06
H  -1.7968  1.1933  -4.3833  0.09
H  -0.6875  1.6367  -1.4404  -0.02
H  -1.6265  2.7167  -2.4732  0.09
H  -0.0713  3.2522  -1.8342  0.07
H  2.3864  1.6387  -5.3007  0.11
H  2.6530  -1.2711  -4.3759  0.04
H  3.0521  -0.7028  -6.0036  0.08
H  1.3808  -0.6641  -5.4356  0.06
H  4.4279  0.3565  -3.4026  0.06
H  4.4541  2.0321  -3.9700  0.07
H  4.7727  0.7128  -5.1001  0.09
C  -4.7164  2.2393  0.0070  -0.10
C  -4.9027  0.7245  0.1697  -0.63
C  -6.3140  0.4728  0.7288  -0.09
C  -4.8131  0.1140  -1.2372  -0.12
Si  -3.5907  -0.0261  1.3672  0.50
Br  -1.7296  -0.2729  0.0702  0.54
C  -3.9538  -1.8318  1.9496  -0.62
C  -4.4309  -2.6630  0.7482  -0.11
C  -2.7033  -2.5233  2.5388  -0.11
C  -5.0611  -1.8516  3.0182  -0.08
C  -3.0144  1.1564  2.7740  -0.63
C  -4.2305  1.6606  3.5705  -0.08
C  -2.0803  0.4134  3.7375  -0.10
C  -2.2506  2.3763  2.2389  -0.11
H  -5.4238  2.6058  -0.7428  0.09
H  -3.7109  2.4886  -0.3390  0.07
H  -4.9143  2.7818  0.9315  0.07
H  -7.0477  1.0122  0.1226  0.09
H  -6.4180  0.8214  1.7592  0.07
H  -6.5821  -0.5829  0.6962  0.07
H  -5.6315  0.5093  -1.8470  0.09
H  -4.8995  -0.9716  -1.2337  0.06
H  -3.8758  0.3773  -1.7275  0.04
H  -3.6796  -2.6948  -0.0439  0.07
H  -5.3589  -2.2752  0.3292  0.06
H  -4.6232  -3.6917  1.0658  0.09
H  -2.7174  -3.5850  2.2779  0.09
H  -2.6905  -2.4652  3.6269  0.07
H  -1.7650  -2.1135  2.1676  0.01
H  -6.0173  -1.5064  2.6235  0.07
H  -4.8045  -1.2348  3.8805  0.06
H  -5.2017  -2.8739  3.3807  0.09
H  -4.7660  0.8476  4.0622  0.07
H  -4.9403  2.1987  2.9411  0.06
H  -3.8950  2.3509  4.3502  0.09
H  -2.5652  -0.4532  4.1842  0.06
H  -1.7925  1.0855  4.5521  0.09
H  -1.1672  0.0813  3.2363  0.07
H  -2.8926  3.0439  1.6676  0.06
H  -1.4059  2.0880  1.6109  0.04
H  -1.8560  2.9468  3.0861  0.09

***

# 2
Molecular formula: C36H63N9
Method: DFT, ωB97M-V/def2-TZVPD

Output
HOMO energy (spin up / spin down), hartree: 0.00765 / -0.32419
Strongest force on any atom, eV Å⁻¹: 4.0
Multiplicity: 2
Charge: -1
Relative energy (zero: lowest compared OMol25 entry of this formula, charge and spin), kJ/mol: 257.3
Frontier orbital gap (spin up / spin down), eV: 1.3 / 10.3

Last column: Löwdin charge in e.
Cartesian coordinates (Å):
C  -1.5019  -2.4923  -2.7649  -0.11
C  -1.8395  -3.9900  -3.2044  -0.27
C  -2.7710  -4.0986  -4.4631  -0.25
C  -2.1483  -3.3700  -5.5910  -0.25
N  -1.6949  -2.8366  -6.5334  0.12
H  -2.3340  -1.7896  -2.8093  0.04
H  -0.7248  -2.1878  -3.4659  0.04
H  -0.9476  -2.5658  -1.8293  0.05
H  -2.3570  -4.6105  -2.4727  0.07
H  -0.8761  -4.4882  -3.3134  0.10
H  -3.7371  -3.7369  -4.1108  0.06
H  -2.8430  -5.1823  -4.5544  0.09
C  5.1905  5.8985  -0.7351  -0.11
C  4.5100  4.5375  -0.5994  -0.26
C  4.7035  3.9192  0.8080  -0.17
C  3.9963  2.5955  0.9321  -0.20
N  3.5857  1.5265  1.0076  0.18
H  6.2522  5.8294  -0.4983  0.07
H  4.6293  6.6742  -0.2142  0.08
H  5.2687  6.1549  -1.7917  0.07
H  4.8818  3.7822  -1.2918  0.11
H  3.4502  4.6629  -0.8209  0.08
H  4.3082  4.5271  1.6219  0.08
H  5.7919  3.8710  0.8400  0.12
C  -5.7364  -2.0511  -0.3738  -0.12
C  -5.8411  -3.3444  -1.2539  -0.32
C  -7.2340  -3.6975  -1.5826  -0.27
C  -8.0269  -4.0173  -0.3925  -0.26
N  -8.6986  -4.3048  0.5117  0.12
H  -6.0765  -1.2330  -1.0087  0.04
H  -4.7300  -1.6565  -0.2344  0.05
H  -6.3863  -2.2093  0.4869  0.06
H  -5.3257  -4.1190  -0.6861  0.09
H  -5.0687  -3.1721  -2.0035  0.07
H  -7.2293  -4.6601  -2.0940  0.09
H  -7.7576  -2.9898  -2.2253  0.11
C  0.9721  0.1665  -6.1070  -0.09
C  0.2255  0.4788  -4.7383  -0.23
C  0.5605  1.8022  -4.0256  -0.19
C  1.9999  2.2022  -4.1102  -0.22
N  3.1167  2.4779  -4.1707  0.12
H  1.9912  -0.2070  -6.0075  0.07
H  0.8473  0.9126  -6.8918  0.07
H  0.4258  -0.6803  -6.5224  0.04
H  0.5657  -0.2889  -4.0433  0.09
H  -0.8564  0.3754  -4.8214  0.09
H  0.2746  1.6614  -2.9832  0.10
H  -0.0044  2.6273  -4.4595  0.11
C  -0.5064  3.3872  3.6082  -0.09
C  1.0436  3.3936  3.3719  -0.28
C  1.5752  4.4963  2.5522  -0.19
C  1.2113  4.2708  1.1080  -0.20
N  0.8934  4.1427  -0.0078  0.16
H  -0.8720  2.3940  3.8689  0.07
H  -1.0072  3.7477  2.7097  0.07
H  -0.7570  4.1616  4.3332  0.07
H  1.1471  2.4809  2.7851  0.05
H  1.5196  3.3107  4.3490  0.11
H  2.6570  4.6061  2.6269  0.09
H  1.1548  5.4361  2.9100  0.12
C  -3.5011  1.1069  -2.8044  -0.13
C  -4.8849  1.7068  -3.2141  -0.26
C  -5.6942  0.5715  -3.8814  -0.21
C  -6.9638  1.0488  -4.5285  -0.25
N  -7.9118  1.4153  -5.1045  0.10
H  -3.5361  0.1857  -2.2227  0.04
H  -2.8101  1.7970  -2.3203  0.06
H  -3.0579  0.8215  -3.7585  0.05
H  -4.6207  2.4327  -3.9832  0.10
H  -5.3399  2.0751  -2.2946  0.10
H  -5.8527  -0.2085  -3.1366  0.09
H  -5.0569  0.3887  -4.7465  0.10
C  4.3032  1.4646  6.3338  -0.11
C  5.6001  1.1474  5.5866  -0.25
C  5.3765  -0.0811  4.7126  -0.17
C  5.1352  -1.4043  5.4254  -0.20
N  4.9140  -2.4104  5.9589  0.13
H  3.8691  0.5693  6.7787  0.07
H  3.4962  1.8498  5.7105  0.06
H  4.4354  2.0774  7.2255  0.07
H  6.3890  1.1184  6.3382  0.10
H  5.9265  2.0028  4.9951  0.10
H  6.1958  -0.2974  4.0268  0.11
H  4.4449  0.0755  4.1688  0.09
C  -1.6525  -0.0168  0.2308  -0.09
C  -0.2488  0.6824  0.6612  -0.20
C  0.8094  -0.2584  1.2416  -0.20
C  1.2959  -0.0135  2.6383  -0.23
N  1.6781  0.1670  3.7202  0.16
H  -2.3068  0.8259  0.0076  0.05
H  -2.2231  -0.6562  0.9045  0.06
H  -1.5705  -0.6646  -0.6420  0.03
H  -0.4452  1.3117  1.5293  0.07
H  0.0693  1.3707  -0.1218  0.08
H  1.5997  -0.4901  0.5276  0.10
H  0.2625  -1.1942  1.3567  0.10
C  2.9578  -5.5128  4.5577  -0.14
C  1.8707  -4.6061  4.1334  -0.25
C  2.3150  -3.3256  3.3191  -0.16
C  2.4047  -3.5018  1.8767  -0.25
N  2.4043  -3.6362  0.7107  0.13
H  2.5798  -6.3148  5.1917  0.08
H  3.7309  -4.9525  5.0835  0.06
H  3.2973  -6.0696  3.6843  0.08
H  1.3164  -4.3525  5.0370  0.11
H  1.2433  -5.2968  3.5699  0.11
H  3.3119  -2.9627  3.5693  0.10
H  1.5837  -2.5174  3.3238  0.08